# 1
C14H31N8O3PY as an isolated structure. Source: the Open Molecules 2025 dataset; level of theory: ωB97M-V/def2-TZVPD.

Geometry as XYZ:
```
58
Properties=species:S:1:pos:R:3:forces:R:3
Y -0.527581 0.258784 -0.455518 0.812 0.630 -0.789
N -0.787172 1.867809 1.387249 -0.086 0.008 0.109
C -1.902021 1.288047 2.212416 -0.043 0.051 0.065
C -1.902851 1.851658 3.639143 0.070 0.024 0.014
C -3.100034 1.487265 4.524622 0.015 -0.020 -0.010
C -3.040377 2.282278 5.834077 0.001 -0.012 0.042
N -3.886774 1.734493 6.894031 -0.039 0.012 -0.015
C -5.124706 2.116810 7.210741 0.018 0.017 -0.009
N -5.763724 3.037344 6.492084 -0.001 -0.006 0.001
N -5.736029 1.563410 8.253408 -0.004 -0.015 0.004
C -1.848175 -0.250995 2.162090 0.080 -0.092 0.042
O -2.512149 -0.922188 2.889355 -0.011 -0.050 -0.007
O -1.051125 -0.740339 1.196391 -0.336 -0.191 0.742
H 0.059775 1.848215 1.958799 0.003 0.008 -0.019
H -0.969374 2.861084 1.248983 -0.015 -0.016 -0.033
H -2.834344 1.565444 1.706639 -0.023 0.009 0.058
H -1.837022 2.941959 3.556358 -0.008 -0.003 -0.020
H -0.980857 1.522340 4.131279 -0.007 0.015 0.018
H -3.085909 0.424167 4.754826 0.022 -0.007 -0.026
H -4.037778 1.676358 3.994712 -0.017 0.034 0.029
H -3.282294 3.336627 5.688901 0.014 0.003 -0.016
H -2.022596 2.272165 6.226118 -0.001 -0.008 -0.001
H -3.473727 1.026625 7.480633 -0.001 -0.013 -0.019
H -5.321932 3.500158 5.719264 -0.005 0.002 -0.002
H -6.661224 3.387826 6.784199 0.001 0.002 0.003
H -5.271333 0.894120 8.844284 -0.001 0.008 0.005
H -6.676416 1.818283 8.507156 0.002 0.001 -0.001
C -5.455280 -2.045479 -1.104695 -0.009 -0.009 0.037
N -5.501597 -0.690392 -1.659642 0.043 -0.012 -0.038
C -5.552689 -0.773157 -3.123307 -0.015 -0.005 0.008
N -4.436907 -1.536567 -3.680740 -0.006 -0.004 0.022
C -4.417444 -2.872978 -3.086083 0.000 -0.011 0.005
N -4.338784 -2.834994 -1.623613 -0.008 0.048 -0.025
C -3.061150 -2.362517 -1.148813 0.022 0.050 -0.076
P -2.760106 -0.594954 -1.744020 -0.812 -0.307 -0.298
C -4.408241 0.131936 -1.197329 0.049 -0.023 -0.002
C -3.175664 -0.852071 -3.564538 0.121 0.073 0.107
H -6.382991 -2.551100 -1.369983 0.000 -0.003 0.002
H -5.387819 -1.992744 -0.016714 -0.007 -0.002 -0.003
H -5.560018 0.231177 -3.547911 0.001 0.003 -0.001
H -6.480474 -1.271401 -3.401803 0.000 0.000 -0.002
H -3.575451 -3.440004 -3.484382 0.000 -0.002 -0.002
H -5.338937 -3.383234 -3.363913 0.002 -0.003 -0.003
H -2.261500 -2.999223 -1.533906 -0.007 -0.016 0.007
H -3.020741 -2.385925 -0.058044 -0.015 0.009 0.008
H -4.499330 1.141294 -1.603461 -0.016 0.002 0.000
H -4.429712 0.194121 -0.105814 -0.005 -0.007 0.000
H -2.375963 -1.436122 -4.021951 -0.016 -0.005 -0.031
H -3.216889 0.120739 -4.056015 -0.011 -0.008 -0.024
C 2.080042 -2.380833 0.058598 0.025 -0.035 0.000
C 2.034087 -1.600812 -1.214514 0.013 -0.050 -0.145
N 2.932420 -1.831915 -2.133018 0.019 0.057 -0.056
O 1.112740 -0.738879 -1.441226 0.195 -0.143 0.366
H 1.666427 -3.375317 -0.126459 0.001 0.000 -0.004
H 1.486298 -1.910728 0.839603 0.000 0.023 -0.018
H 3.104120 -2.506602 0.407147 -0.001 -0.012 -0.005
H 3.672607 -2.503853 -1.987176 -0.004 -0.001 -0.004
H 2.904898 -1.342194 -3.017804 0.002 -0.002 0.005
```
Positions in Å, forces in eV/Å.

Calculated values
Energy relative to the best compared isomer or geometry (same formula, charge and spin) (kJ/mol): 10.90
HOMO (eV): -15.47
E (hartree): -1594.80479
Kohn-Sham gap (eV): 7.0
Charge: +3

# 2
C14H31O19Zn as an isolated structure. Source: the Open Molecules 2025 dataset; level of theory: ωB97M-V/def2-TZVPD.

Geometry as XYZ:
```
65
Properties=species:S:1:pos:R:3:forces:R:3
Zn 2.362492 2.981900 0.755567 -0.067 -0.072 0.114
C 1.827609 -7.451357 0.542797 -1.062 0.496 -0.235
C 3.210023 -7.023824 0.909811 2.910 1.397 1.797
O 3.453153 -6.434810 2.035007 -1.373 -1.222 -1.306
O 4.147299 -7.168647 0.084842 -0.630 -0.640 -0.437
H 1.679056 -7.189645 -0.504836 -0.066 -0.008 -0.068
H 1.128920 -6.868907 1.143365 -0.141 -0.102 0.014
H 1.565305 -8.505237 0.635603 0.444 -0.128 0.231
C -6.021548 -0.296140 4.359106 -0.474 -0.273 -0.205
C -6.416477 0.313605 5.722785 1.124 1.271 0.602
O -7.565466 0.213455 6.168303 -1.465 -0.739 -0.255
O -5.501997 0.955788 6.317804 0.254 -0.475 -0.612
H -6.779496 -0.910342 3.872934 -0.331 -0.373 0.543
H -5.125616 -0.900247 4.502107 0.146 0.229 -0.256
H -5.890116 0.464197 3.589220 0.631 0.359 0.341
C -3.012611 0.215980 -6.844482 0.582 -0.784 -0.123
C -2.070232 -0.744097 -7.624547 0.096 0.878 -1.531
O -2.609546 -1.416506 -8.517981 -0.969 -1.008 -0.329
O -0.820684 -0.620361 -7.595500 0.065 0.357 1.310
H -4.062451 0.059019 -7.092122 0.140 -0.228 -0.152
H -2.702370 1.180585 -7.246215 -0.054 0.328 0.630
H -2.902291 0.082369 -5.768350 0.244 0.518 0.015
C 6.728680 2.420354 5.533772 0.555 0.785 -0.028
C 5.582606 1.466183 5.260388 -2.534 -0.518 0.311
O 5.012912 1.532401 4.119582 1.207 -0.062 0.999
O 5.140275 0.747534 6.212780 1.099 0.721 -0.978
H 6.474680 3.441664 5.250015 -0.297 -0.049 -0.533
H 7.603724 2.144275 4.945416 0.112 -0.065 0.006
H 7.008649 2.561572 6.577686 -0.029 -0.751 0.204
C -7.114311 -3.979383 -5.456860 0.695 1.455 0.445
C -8.231127 -3.261213 -6.197037 -0.380 -1.664 -1.557
O -8.794950 -2.260505 -5.810141 -0.432 2.715 2.386
O -8.592673 -3.820420 -7.248955 0.043 -1.610 -1.687
H -6.337746 -4.272826 -6.163217 -0.357 -0.677 -0.015
H -7.532697 -4.760276 -4.821837 0.257 -0.194 -0.199
H -6.608053 -3.232093 -4.845811 -0.073 -0.090 0.540
C -1.281640 -2.126822 -0.424119 -0.096 -0.668 -0.672
C -0.317089 -1.038146 -0.095447 0.464 -1.797 -2.444
O 0.715997 -0.737919 -0.775615 -0.064 -0.277 -0.382
O -0.544633 -0.401821 0.879030 -0.592 2.941 3.940
H -0.797778 -2.836585 -1.095105 -0.339 -0.129 -0.142
H -2.198475 -1.713364 -0.844302 0.245 0.171 -0.497
H -1.663614 -2.628893 0.464762 0.543 -0.012 0.231
C 0.991510 8.585323 3.594477 -0.409 -0.161 0.387
C 1.407208 7.231326 3.045297 -0.586 0.744 0.041
O 0.708692 6.250860 3.022677 -4.201 -2.383 1.292
O 2.471152 7.115253 2.489423 5.121 1.523 -1.742
H 1.672664 8.903786 4.383596 0.172 0.107 -0.146
H -0.007515 8.523916 4.026086 -0.085 0.058 -0.095
H 1.006341 9.285458 2.759195 0.040 0.165 0.137
O 5.690023 3.282585 -1.404187 -0.141 -0.028 0.003
H 6.467621 2.724710 -1.423199 0.138 -0.213 0.087
H 5.956007 4.080664 -1.860852 -0.035 0.238 -0.075
O 6.491842 -2.017832 0.079519 0.302 -0.183 -0.132
H 6.993688 -1.367957 -0.412463 0.071 0.163 -0.058
H 5.664959 -1.579933 0.281386 -0.354 0.032 0.203
O 4.460877 -1.408395 -4.786546 0.217 0.056 -0.337
H 3.901992 -0.956376 -4.154443 -0.315 0.072 0.170
H 5.198921 -1.729002 -4.268141 0.094 -0.150 0.186
O 0.795853 4.759676 -2.317646 0.184 0.015 0.124
H 0.855971 4.401606 -3.203312 -0.008 -0.251 -0.197
H 0.323178 5.585189 -2.424120 -0.149 0.186 0.107
O -0.862370 -0.106478 6.182531 0.135 -0.135 0.285
H -0.538388 0.151226 5.319462 0.150 0.049 -0.239
H -1.795917 0.103898 6.161056 -0.371 0.089 -0.016
```
Positions in Å, forces in eV/Å.

Calculated values
HOMO (eV): 1.26
E (hartree): -3760.47204
Kohn-Sham gap (eV): 1.1
Charge: -5

# 3
A 2-piece molecular cluster, C14H32FN2O3S2 overall. Source: the Open Molecules 2025 dataset; level of theory: ωB97M-V/def2-TZVPD.

Geometry as XYZ:
```
54
Properties=species:S:1:pos:R:3:forces:R:3
O -2.504851 -2.616611 -2.221865 0.028 0.019 -0.084
S -2.180924 -1.270793 -2.534655 -0.142 0.183 0.062
O -1.097268 -0.951576 -3.387814 0.025 0.012 0.021
F -1.865921 -0.559018 -1.170998 0.016 -0.048 0.019
N -3.539935 -0.419950 -3.008634 -0.069 -0.225 0.053
O -3.874748 0.596486 -2.093739 0.128 -0.022 -0.077
C -4.704837 -1.264824 -3.339857 -0.050 0.015 -0.029
C -5.554228 -1.689151 -2.140618 0.001 -0.018 0.031
C -6.993882 -1.151590 -2.132179 0.008 -0.089 0.030
S -7.224014 0.616187 -2.511806 0.041 -0.002 -0.035
H -4.090858 1.343528 -2.665956 0.003 0.081 -0.013
H -5.288576 -0.669467 -4.042524 0.015 -0.004 0.007
H -4.309971 -2.116760 -3.893167 -0.054 0.020 0.029
H -5.607411 -2.779425 -2.113880 -0.011 0.023 0.052
H -5.052423 -1.386785 -1.220855 -0.007 0.053 -0.036
H -7.628437 -1.724180 -2.806863 0.024 0.052 -0.028
H -7.412965 -1.280542 -1.134521 0.004 -0.053 -0.035
H -7.520590 0.481898 -3.811560 0.003 0.006 0.036
C 1.866423 -0.630559 -1.880816 -0.018 0.017 -0.030
C 2.312867 0.677079 -1.240021 0.002 -0.013 -0.028
C 3.332777 0.505728 -0.109480 0.008 0.018 -0.021
C 2.912584 -0.333115 1.094972 0.004 -0.047 0.018
N 2.198669 0.350825 2.252525 0.038 0.016 0.002
C 1.088128 1.253411 1.793182 0.000 -0.001 0.032
C 0.005951 0.293476 1.333896 -0.008 0.021 -0.022
C 0.085942 -0.868101 2.341366 -0.019 -0.012 -0.014
C 1.456263 -0.729194 3.018864 -0.001 0.022 -0.038
C 3.145982 1.040966 3.204465 -0.014 -0.032 0.012
C 3.985501 2.191052 2.653738 0.010 -0.010 -0.021
C 5.392142 1.784252 2.221520 0.007 -0.020 0.006
H 1.394326 -1.311844 -1.167254 -0.009 -0.005 -0.013
H 1.131257 -0.439196 -2.660046 0.040 -0.044 -0.001
H 2.706852 -1.159463 -2.332984 0.025 0.003 0.029
H 1.437175 1.242466 -0.915574 0.015 0.018 0.014
H 2.789823 1.297825 -2.001121 -0.014 -0.004 -0.003
H 3.724827 1.473273 0.198745 -0.049 -0.014 -0.011
H 4.189716 -0.030596 -0.528367 0.009 0.023 -0.002
H 3.779449 -0.800281 1.562189 -0.011 -0.010 -0.014
H 2.254018 -1.136671 0.767705 0.005 0.009 0.011
H 0.773226 1.821155 2.670083 -0.002 -0.004 -0.006
H 1.454297 1.943161 1.040033 0.002 -0.012 -0.002
H 0.205236 -0.054636 0.322173 -0.016 0.019 0.017
H -0.968880 0.775401 1.316970 0.004 0.001 0.026
H -0.031647 -1.832370 1.851595 0.018 0.004 -0.008
H -0.696361 -0.791301 3.093582 -0.004 -0.016 -0.007
H 2.064623 -1.630288 3.005212 0.004 0.001 0.026
H 1.366914 -0.388164 4.047626 -0.010 0.019 -0.008
H 3.787678 0.253365 3.604027 0.002 0.019 0.023
H 2.507979 1.392027 4.014452 -0.006 0.001 -0.007
H 4.064615 2.925854 3.456131 0.016 0.003 -0.005
H 3.453670 2.705311 1.851754 -0.013 0.000 0.019
H 5.983764 1.487349 3.088098 -0.004 -0.011 -0.002
H 5.905365 2.615861 1.740908 0.005 0.005 0.016
H 5.390689 0.948514 1.521345 0.022 0.034 0.010
```
Positions in Å, forces in eV/Å.

Calculated values
HOMO (eV): -11.09
E (hartree): -1783.80270
Kohn-Sham gap (eV): 8.9
Charge: +1

# 4
C14H32InNO12P as an isolated structure. Source: the Open Molecules 2025 dataset; level of theory: ωB97M-V/def2-TZVPD.

Geometry as XYZ:
```
61
Properties=species:S:1:pos:R:3:forces:R:3
C -1.499204 -1.777544 0.981958 -0.248 -0.211 -0.034
O -2.438172 -0.723392 0.823447 0.200 0.015 0.201
C -1.986407 0.316597 -0.034850 -0.283 0.187 -0.341
C -2.871875 0.424581 -1.268959 -0.463 -0.368 0.131
C -2.565537 -0.625687 -2.341430 0.116 0.125 0.146
In -0.523713 -0.580455 -3.212154 -0.354 -0.124 -0.197
C 0.436798 -2.593210 -3.030579 -0.033 -0.187 -0.448
O 0.090549 -3.291469 -1.792856 0.061 0.412 0.458
N 1.282498 -3.760389 -1.197449 0.242 0.245 -0.651
O 1.486192 -3.235526 -0.173164 -0.244 -0.276 0.430
C 0.754244 1.098385 -2.401576 0.116 -0.379 0.091
P 2.117352 0.729215 -1.350479 0.436 1.152 -0.022
O 3.089596 1.848015 -1.213859 0.010 -0.161 -0.063
O 1.545128 0.263085 0.083007 -0.015 -0.242 -0.330
O 2.863126 -0.608933 -1.830459 -0.329 -0.226 0.117
H -1.799126 -2.362817 1.853596 -0.019 0.083 0.025
H -0.485142 -1.398841 1.132881 0.008 -0.038 -0.037
H -1.512273 -2.440987 0.112880 0.189 0.083 -0.036
H -2.027933 1.259462 0.526995 0.117 -0.053 0.072
H -0.960592 0.120782 -0.359673 0.041 0.040 0.147
H -3.896926 0.272622 -0.896520 0.000 0.179 0.002
H -2.856123 1.444822 -1.668107 0.258 -0.038 -0.036
H -3.289262 -0.522011 -3.156063 0.089 0.000 -0.050
H -2.742705 -1.620544 -1.916915 0.058 0.022 0.012
H -0.666653 -0.285975 -4.968527 0.131 0.022 0.073
H 1.522583 -2.498066 -3.106042 -0.005 -0.030 0.125
H 0.108150 -3.210989 -3.873987 0.010 -0.056 0.060
H 1.207436 1.590419 -3.267072 -0.093 0.021 -0.006
H 0.169184 1.860019 -1.874934 -0.077 -0.042 -0.068
H 0.988718 0.984214 0.403446 -0.001 -0.117 0.184
H 3.489353 -0.378390 -2.525500 0.090 -0.008 0.098
C -5.797081 -7.023330 2.842575 -0.016 0.139 -0.108
C -4.835834 -6.610365 3.936170 -0.064 -0.238 0.080
O -4.138960 -5.400043 3.613266 0.024 -0.008 -0.015
C -4.847171 -4.276859 3.749162 0.042 0.001 0.011
O -5.982187 -4.204320 4.149513 -0.040 0.001 0.010
O -4.081308 -3.259445 3.379743 0.021 0.018 0.002
C -4.723391 -1.979426 3.410648 0.038 0.225 -0.032
H -5.273297 -7.105749 1.889716 0.021 -0.063 0.018
H -6.244266 -7.988599 3.082931 0.021 -0.012 0.007
H -6.594906 -6.291276 2.728998 -0.014 -0.009 0.055
H -4.051772 -7.356229 4.054887 0.071 0.071 -0.020
H -5.343554 -6.496750 4.894267 -0.044 0.094 -0.035
H -5.155870 -1.789899 4.391159 -0.039 -0.062 -0.005
H -5.495395 -1.927693 2.645255 -0.042 -0.044 0.037
H -3.954035 -1.246032 3.188383 0.070 -0.094 -0.068
C 4.372330 4.496676 0.105403 -0.008 0.237 0.224
C 5.210632 4.516840 -1.146496 -0.082 -0.375 -0.010
O 5.414203 5.859080 -1.654002 -0.013 0.021 -0.020
C 6.304057 6.592756 -1.011161 -0.009 -0.038 -0.049
O 6.989828 6.258003 -0.078572 0.024 0.008 0.037
O 6.338715 7.806231 -1.585311 -0.011 0.037 0.010
C 7.220241 8.727775 -0.948350 0.037 0.081 -0.045
H 3.417960 4.994359 -0.071624 -0.042 -0.098 -0.051
H 4.175908 3.461893 0.379821 -0.070 -0.014 -0.084
H 4.867295 5.002616 0.935470 0.096 -0.027 -0.049
H 4.692230 3.987893 -1.941922 -0.015 0.086 -0.046
H 6.178488 4.039869 -0.995440 0.051 0.122 0.051
H 8.223705 8.314691 -0.865906 -0.011 -0.026 0.042
H 6.849762 8.987406 0.042781 0.040 -0.043 0.028
H 7.234406 9.612930 -1.578422 -0.044 -0.018 -0.025
```
Positions in Å, forces in eV/Å.

Calculated values
HOMO (eV): -5.11
E (hartree): -2041.76750
Kohn-Sham gap (eV): 7.5
Charge: -1

- What is the charge in the third record?
  +1

- The highest charge belongs to which entry?
  C14H31N8O3PY

- Which value of charge does entry 4 give?
  -1

- Which of these has the highest E?
  C14H31N8O3PY